Entry 1:
The following is a DFT calculation (wB97M-V/def2-TZVPD) of a structure of composition C9H17BaO17 at a distorted geometry.

CARTESIAN COORDINATES (ANGSTROEM)
Ba 0.181 0.861 -0.095
O 2.687 -2.536 -1.074
C 2.989 -1.460 -1.820
O 2.328 -0.440 -1.731
O 3.975 -1.550 -2.516
H 3.436 -3.053 -1.378
O -1.144 5.348 -0.272
C -1.308 4.356 0.580
O -1.820 4.508 1.687
O -1.003 3.202 0.299
H -0.563 4.736 -0.729
O -4.612 0.609 0.637
C -3.536 0.777 1.296
O -2.375 0.447 0.963
O -3.765 1.463 2.336
H -4.845 1.035 1.466
O 2.723 1.835 3.525
C 1.983 1.329 2.554
O 0.754 1.386 2.647
O 2.534 0.989 1.514
H 3.502 1.532 3.053
O 0.858 4.530 -2.393
C 1.699 3.571 -2.625
O 2.588 3.746 -3.450
O 1.640 2.478 -2.043
H 1.379 4.956 -3.078
C -2.560 -2.268 -0.730
C -1.527 -2.129 -1.848
O -1.164 -0.858 -1.953
H -2.748 -3.339 -0.646
H -3.508 -1.744 -0.849
H -2.028 -1.963 0.171
H -1.906 -2.566 -2.772
H -0.597 -2.645 -1.608
H -1.207 -0.536 -2.857
C 0.471 -3.736 1.548
C 0.973 -2.320 1.933
O 0.827 -1.674 0.696
H -0.596 -3.845 1.740
H 0.998 -4.475 2.151
H 0.644 -4.006 0.506
H 1.959 -2.392 2.391
H 0.261 -2.106 2.730
H 1.420 -2.053 0.043

Cartesian forces (eV/Å) of the 2 atoms listed first:
Ba 0.354 1.397 0.411
O -0.588 -2.055 1.065

Computed properties:
* LUMO level: 6.11 eV
* gap between HOMO and LUMO: 5.08 eV
* multiplicity: 1
* total charge: -3
* relative energy (zero: lowest compared OMol25 entry of this formula, charge and spin): 414.0 kJ/mol
* E_HOMO: 0.038 Eh


Entry 2:
The following is a DFT calculation (wB97M-V/def2-TZVPD) of the molecule C3H10N2S at a distorted geometry.

CARTESIAN COORDINATES (ANGSTROEM)
N -1.803 0.721 1.354
C -0.437 0.814 0.874
C -0.009 -0.407 0.105
N -0.813 -0.488 -1.105
C 1.525 -0.335 -0.094
S 2.288 -1.532 -1.213
H -2.002 1.548 1.896
H -2.441 0.660 0.574
H -0.247 1.707 0.245
H 0.260 0.990 1.698
H -0.218 -1.303 0.698
H -0.680 -1.327 -1.645
H -0.533 0.269 -1.718
H 1.748 0.700 -0.393
H 2.057 -0.492 0.840
H 1.305 -1.525 -2.116

Cartesian forces (eV/Å) of the 2 atoms listed first:
N 0.362 -0.078 0.227
C 0.346 0.783 -0.011

Computed properties:
* LUMO level: 0.90 eV
* gap between HOMO and LUMO: 9.90 eV
* multiplicity: 1
* relative energy (zero: lowest compared OMol25 entry of this formula, charge and spin): 10.7 kJ/mol
* E_HOMO: -0.331 Eh


Q: Number 2 is which compound?
A: C3H10N2S